Record 1
DFT (ωB97M-V/def2-TZVPD) results for a cluster of 2 separate species, C6H11F3N2 in total.

Cartesian coordinates (Å):
F -2.12867 -3.57775 0.97470
F -0.02195 -3.30368 1.21359
F -0.87051 -3.75637 -0.75522
N -2.27235 -0.83644 0.27376
N -1.27785 -0.85426 1.31979
C -0.69170 2.20196 -1.08108
C -1.00916 -1.56548 0.13551
C 1.24042 1.23583 0.22102
C 0.28653 1.32269 -0.93873
C -1.10802 -3.12890 0.31231
C 2.67568 1.55458 -0.22643
H -1.42112 -1.39545 2.19855
H 2.72768 2.53759 -0.72353
H 0.42826 0.48223 -1.65030
H 3.21952 1.87542 0.68654
H 3.15479 0.75072 -0.81245
H 0.86915 1.96332 1.09170
H 1.07131 0.17175 0.62721
H -0.20005 -1.12648 -0.43538
H -2.51180 0.11997 0.05706
H -1.40573 2.19493 -1.88999
H -0.75443 3.13380 -0.59863

## Properties
frontier orbital gap = 10.19 eV
DFT total energy = -644.19245 Ha
energy relative to the best compared isomer or geometry (same formula, charge and spin) = 0.7064 eV
SMILES = FC(F)(F)C1NN1.C=CCC

Record 2
DFT (ωB97M-V/def2-TZVPD) results for a cluster of 2 separate species, C16H17N in total.

Cartesian coordinates (Å):
N 0.11770 0.85446 -1.57148
C 0.36095 -2.71188 -0.70766
C -1.71886 1.46519 1.01418
C -1.64370 -0.05686 3.30020
C -3.79201 0.28202 0.21322
C -2.74823 -0.11526 2.47683
C 1.76855 -2.76364 -0.64791
C 1.90144 -0.49170 -1.40624
C 3.75454 1.29613 -1.79383
C 2.53951 -1.68955 -1.01548
C -0.50923 0.67196 2.92500
C 2.36268 0.87158 -1.47465
C -0.59390 1.51118 1.83346
C 0.50118 -0.45688 -1.44537
C 1.23853 1.63764 -1.60090
C -2.73382 0.55768 1.24823
C -0.27883 -1.57899 -1.14626
H -1.62489 -0.56341 4.25455
H 0.26936 2.09199 1.54248
H 4.46475 1.42620 -0.96162
H -3.58270 -0.72574 -0.15585
H -0.80667 1.16719 -1.34089
H -0.19913 -3.59424 -0.41899
H -3.57107 -0.76822 2.72837
H 3.62551 -1.70178 -1.11188
H 3.77559 2.29387 -2.24478
H 4.28194 0.59730 -2.43483
H 0.32006 0.63209 3.61222
H -3.59924 0.92627 -0.65368
H -1.35605 -1.55533 -1.28378
H -4.82391 0.36969 0.54916
H 2.27591 -3.65876 -0.31104
H -1.87716 2.17996 0.20675
H 1.17085 2.71492 -1.55910

## Properties
frontier orbital gap = 8.60 eV
DFT total energy = -674.63417 Ha
energy relative to the best compared isomer or geometry (same formula, charge and spin) = 0.6110 eV
SMILES = Cc1c[nH]c2ccccc12.Cc1ccccc1

Record 3
DFT (ωB97M-V/def2-TZVPD) results for a cluster of 11 separate species, H22O11 in total.

Cartesian coordinates (Å):
O 7.60782 12.89944 -16.43284
O 10.10292 14.76993 -11.59343
O 6.54047 6.37902 -9.63143
O 9.75493 11.18406 -13.74395
O 0.37073 8.88921 -11.57846
O 6.42083 10.38244 -7.09146
O 5.38106 9.66616 -15.09414
O 3.14884 12.63868 -8.95779
O 5.13007 14.19209 -13.62861
O 3.92285 7.46690 -12.28906
O 6.00391 11.00867 -11.14963
H 5.91029 9.07471 -15.62924
H 9.96533 10.35349 -13.31720
H 4.56172 7.00094 -11.74965
H 5.55140 10.29492 -11.59909
H 7.15026 6.74930 -8.99324
H 6.87927 9.62549 -6.72665
H 4.98349 13.32163 -13.25841
H 5.82892 14.06542 -14.27032
H 3.66256 13.06838 -8.27393
H 4.42865 7.79039 -13.03455
H 3.78876 12.12752 -9.45323
H 11.00992 14.80766 -11.89700
H -0.21706 8.14215 -11.46599
H 10.52103 11.37700 -14.28443
H 1.24058 8.49924 -11.66518
H 8.17130 13.52842 -16.88350
H 6.81277 11.13071 -11.64671
H 8.21106 12.36026 -15.92135
H 9.71839 14.03849 -12.07653
H 6.43000 5.46852 -9.35757
H 5.03006 10.30334 -15.71624
H 6.30167 10.16785 -8.01666

## Properties
frontier orbital gap = 10.44 eV
DFT total energy = -840.79280 Ha
energy relative to the best compared isomer or geometry (same formula, charge and spin) = 2.3765 eV
SMILES = O.O.O.O.O.O.O.O.O.O.O

Record 4
DFT (ωB97M-V/def2-TZVPD) results for a cluster of 4 separate species, C6H23N2O3 in total.

Cartesian coordinates (Å):
O -1.01798 2.46112 0.15112
O -1.29422 4.89972 1.55338
O -0.16094 -4.07960 -2.00677
N -2.16649 0.21903 0.97122
N 0.34581 -0.43704 -0.33618
C 0.62783 -0.24149 -1.76547
C -2.03065 -0.84902 -0.09114
C 1.35347 -0.20628 1.84256
C 2.93726 -0.12916 -0.10274
C 1.62275 -0.75631 0.42048
C -0.67853 -1.51678 -0.15966
H 3.04090 -0.24829 -1.17925
H 2.24086 -0.38321 2.45750
H 0.31595 -4.90518 -2.02134
H 0.06870 -3.68510 -2.86214
H 3.72054 -0.73874 0.33797
H 2.87556 0.93686 0.09519
H 1.28752 0.61876 -1.85748
H 1.26776 0.88405 1.83091
H -1.03494 5.14185 0.64678
H -0.96984 3.32838 0.60262
H -2.21639 5.19622 1.57376
H -0.51228 2.46483 -0.67393
H -0.30885 0.01317 -2.26984
H -0.38518 -2.09640 0.69823
H -2.26096 -0.33618 -1.02612
H -0.58293 -2.03589 -1.11904
H -1.55556 0.04090 1.77323
H 0.39464 -0.56407 2.21032
H -3.09654 0.26839 1.35796
H -1.88725 1.18718 0.57925
H 1.75816 -1.84144 0.47541
H -2.87491 -1.51682 0.08782
H 1.17674 -1.09344 -2.19460

## Properties
frontier orbital gap = 9.15 eV
net charge = +1
DFT total energy = -577.37900 Ha
energy relative to the best compared isomer or geometry (same formula, charge and spin) = 1.6270 eV

Results for E_HOMO: -9.2, -7.7, -10.8, -11.9 (in eV, following the order of the records).